# 1
The following is a quantum chemistry calculation of a cluster of 3 separate species, C20H49N4O7S in total, from OMol25.

## Properties
E_LUMO: -4.330 eV
HOMO level: -9.98 eV
total charge: +1
DFT total energy: -52649.374 eV
frontier orbital gap: 5.646 eV
M: 489.70 g mol⁻¹

Last column: Löwdin charge in e.
Geometry (Å):
N -0.46 -0.38 1.66  0.028
C -1.09 0.02 0.40  -0.268
C -2.59 0.28 0.53  -0.213
C -2.84 1.63 1.21  -0.186
C -4.25 1.90 1.74  -0.222
C -5.02 0.68 2.24  -0.347
S -6.02 -0.01 0.91  1.179
C -7.62 0.76 1.11  -0.308
C -8.36 0.85 -0.21  -0.297
O -7.78 1.77 -1.10  -0.036
C -6.34 -1.73 1.49  -0.365
O -7.61 -2.12 1.11  -0.190
N -7.58 -2.99 -0.16  0.070
O -7.79 -4.06 0.10  0.199
H -1.08 -0.35 2.45  0.063
H -0.01 -1.28 1.61  0.048
H -0.89 -0.72 -0.37  0.113
H -0.64 0.96 0.06  0.091
H -3.01 0.30 -0.47  0.113
H -3.01 -0.55 1.10  0.089
H -2.10 1.78 2.00  0.119
H -2.62 2.39 0.46  0.117
H -4.83 2.43 0.98  0.110
H -4.20 2.59 2.58  0.122
H -5.72 0.94 3.04  0.107
H -4.39 -0.12 2.61  0.096
H -8.20 0.20 1.85  0.112
H -7.43 1.76 1.52  0.114
H -9.36 1.21 0.02  0.139
H -8.47 -0.14 -0.66  0.116
H -7.00 1.39 -1.51  0.084
H -6.28 -1.74 2.58  0.120
H -5.56 -2.36 1.06  0.109
C 2.68 -0.90 2.29  -0.118
O 2.34 -2.20 1.84  -0.195
C 2.22 -2.33 0.43  -0.232
C 3.40 -3.02 -0.21  -0.217
N 4.58 -2.16 -0.20  -0.045
C 5.83 -2.81 -0.59  -0.195
C 6.32 -4.03 0.18  -0.228
O 6.78 -3.76 1.49  -0.174
C 5.77 -3.61 2.47  -0.101
H 2.45 -0.84 3.36  0.092
H 3.74 -0.67 2.17  0.073
H 2.09 -0.14 1.77  0.060
H 2.05 -1.35 -0.03  0.114
H 1.33 -2.95 0.25  0.119
H 3.14 -3.24 -1.25  0.125
H 3.55 -3.97 0.31  0.107
H 4.69 -1.74 0.70  0.069
H 6.62 -2.05 -0.52  0.123
H 5.76 -3.09 -1.65  0.118
H 7.19 -4.41 -0.35  0.123
H 5.57 -4.83 0.20  0.112
H 4.94 -4.31 2.31  0.088
H 5.38 -2.59 2.52  0.071
H 6.23 -3.84 3.44  0.090
C 0.23 4.07 -1.10  -0.105
O 0.18 2.71 -1.48  -0.220
C 0.21 2.47 -2.88  -0.212
C 1.55 1.93 -3.35  -0.221
N 2.60 2.93 -3.30  -0.050
C 3.96 2.42 -3.50  -0.192
C 4.48 1.35 -2.55  -0.226
O 4.78 1.80 -1.24  -0.173
C 3.66 2.10 -0.44  -0.108
H -0.07 4.13 -0.05  0.086
H 1.23 4.50 -1.19  0.078
H -0.46 4.68 -1.69  0.090
H -0.05 3.38 -3.43  0.123
H -0.55 1.72 -3.09  0.118
H 1.43 1.59 -4.38  0.127
H 1.77 1.04 -2.74  0.101
H 2.56 3.44 -2.43  0.065
H 4.64 3.27 -3.45  0.124
H 4.02 2.03 -4.52  0.119
H 5.42 0.98 -2.95  0.125
H 3.80 0.48 -2.50  0.107
H 2.81 1.45 -0.66  0.077
H 3.36 3.15 -0.55  0.077
H 3.95 1.95 0.60  0.087

=====

# 2
The following is a quantum chemistry calculation of a structure of composition C23H39Cl2N4O4Ti in a non-equilibrium geometry, from OMol25.

## Properties
E_LUMO (alpha / beta): 1.711 / 1.706 eV
HOMO level (alpha / beta): -0.05 / -3.34 eV
total charge: -1
DFT total energy: -86795.867 eV
frontier orbital gap (alpha / beta): 1.761 / 5.042 eV
energy relative to the best compared isomer or geometry (same formula, charge and spin): 27.2 kJ/mol
M: 554.36 g mol⁻¹
2S+1: 3

Last column: Mulliken spin population.
Geometry (Å):
O -0.86 -4.03 -0.80  0.222
C -0.73 -4.87 -1.68  0.201
C -0.65 -6.34 -1.44  0.062
C -0.90 -6.86 -0.16  0.220
H -1.24 -6.19 0.64  0.064
C -0.71 -8.22 0.09  -0.138
H -0.88 -8.62 1.08  -0.014
C -0.28 -9.07 -0.94  0.299
H -0.11 -10.13 -0.75  0.034
C -0.09 -8.56 -2.24  -0.064
H 0.23 -9.21 -3.05  -0.007
C -0.28 -7.20 -2.49  0.069
H -0.16 -6.77 -3.48  0.007
H -0.66 -4.58 -2.75  0.033
C 2.76 -1.30 -0.54  -0.003
C 1.91 -0.12 -0.81  -0.069
H 3.80 -1.00 -0.33  -0.001
H 2.78 -1.99 -1.40  0.003
H 2.40 -1.86 0.33  -0.002
C 2.21 0.95 -1.52  0.031
C 3.58 1.36 -2.00  -0.005
H 1.42 1.64 -1.84  -0.002
H 4.21 0.50 -2.27  0.001
H 4.13 1.94 -1.25  0.000
H 3.49 2.01 -2.87  0.001
Ti -0.07 -0.04 0.25  1.015
Cl 0.50 -1.39 2.01  0.015
Cl -0.45 -1.40 -1.53  -0.006
H -3.14 -3.76 1.63  -0.003
H -4.19 -2.87 3.45  0.000
C -2.55 -2.89 1.32  0.013
C -3.46 -2.05 3.48  0.000
N -3.00 -1.76 2.14  0.006
H -2.70 -2.69 0.26  -0.005
C -2.80 -0.50 1.77  0.004
O -2.02 -0.16 0.83  -0.001
H -3.93 -1.15 3.89  0.001
H -3.36 0.28 2.33  0.002
H -1.48 -3.09 1.49  0.002
H -2.63 -2.35 4.14  0.000
H -1.66 4.01 -3.17  0.000
H -3.61 2.27 -3.97  0.000
C -1.02 3.12 -3.20  0.000
C -2.80 1.54 -3.93  0.000
N -1.81 1.92 -2.93  -0.001
H -0.23 3.22 -2.46  0.000
C -1.68 1.24 -1.80  0.002
O -0.78 1.49 -0.95  0.006
H -3.21 0.56 -3.66  0.000
H -2.38 0.41 -1.63  0.004
H -0.59 3.04 -4.21  0.000
H -2.32 1.48 -4.92  0.000
C -1.11 2.00 3.30  0.001
N -0.37 3.07 2.66  0.005
C -0.57 4.38 3.24  -0.001
C 0.23 5.48 2.59  0.001
C 0.86 5.09 1.28  0.000
N 1.40 3.75 1.36  0.006
C 2.74 3.49 0.87  0.001
C 0.56 2.76 1.74  0.008
O 0.61 1.57 1.25  -0.020
H -0.49 1.10 3.45  0.001
H -2.00 1.73 2.72  0.002
H -1.44 2.36 4.28  0.000
H -1.64 4.60 3.19  0.000
H -0.29 4.33 4.30  0.001
H 1.03 5.78 3.27  0.000
H -0.41 6.35 2.43  0.000
H 1.67 5.77 0.99  0.000
H 0.09 5.12 0.48  0.000
H 3.02 4.29 0.17  0.000
H 3.47 3.50 1.69  0.000
H 2.80 2.53 0.36  -0.001

=====

What did the first record say?
The following is a quantum chemistry calculation of a cluster of 3 separate species, C20H49N4O7S in total, from OMol25.

## Properties
E_LUMO: -4.330 eV
HOMO level: -9.98 eV
total charge: +1
DFT total energy: -52649.374 eV
frontier orbital gap: 5.646 eV
M: 489.70 g mol⁻¹

Last column: Löwdin charge in e.
Geometry (Å):
N -0.46 -0.38 1.66  0.028
C -1.09 0.02 0.40  -0.268
C -2.59 0.28 0.53  -0.213
C -2.84 1.63 1.21  -0.186
C -4.25 1.90 1.74  -0.222
C -5.02 0.68 2.24  -0.347
S -6.02 -0.01 0.91  1.179
C -7.62 0.76 1.11  -0.308
C -8.36 0.85 -0.21  -0.297
O -7.78 1.77 -1.10  -0.036
C -6.34 -1.73 1.49  -0.365
O -7.61 -2.12 1.11  -0.190
N -7.58 -2.99 -0.16  0.070
O -7.79 -4.06 0.10  0.199
H -1.08 -0.35 2.45  0.063
H -0.01 -1.28 1.61  0.048
H -0.89 -0.72 -0.37  0.113
H -0.64 0.96 0.06  0.091
H -3.01 0.30 -0.47  0.113
H -3.01 -0.55 1.10  0.089
H -2.10 1.78 2.00  0.119
H -2.62 2.39 0.46  0.117
H -4.83 2.43 0.98  0.110
H -4.20 2.59 2.58  0.122
H -5.72 0.94 3.04  0.107
H -4.39 -0.12 2.61  0.096
H -8.20 0.20 1.85  0.112
H -7.43 1.76 1.52  0.114
H -9.36 1.21 0.02  0.139
H -8.47 -0.14 -0.66  0.116
H -7.00 1.39 -1.51  0.084
H -6.28 -1.74 2.58  0.120
H -5.56 -2.36 1.06  0.109
C 2.68 -0.90 2.29  -0.118
O 2.34 -2.20 1.84  -0.195
C 2.22 -2.33 0.43  -0.232
C 3.40 -3.02 -0.21  -0.217
N 4.58 -2.16 -0.20  -0.045
C 5.83 -2.81 -0.59  -0.195
C 6.32 -4.03 0.18  -0.228
O 6.78 -3.76 1.49  -0.174
C 5.77 -3.61 2.47  -0.101
H 2.45 -0.84 3.36  0.092
H 3.74 -0.67 2.17  0.073
H 2.09 -0.14 1.77  0.060
H 2.05 -1.35 -0.03  0.114
H 1.33 -2.95 0.25  0.119
H 3.14 -3.24 -1.25  0.125
H 3.55 -3.97 0.31  0.107
H 4.69 -1.74 0.70  0.069
H 6.62 -2.05 -0.52  0.123
H 5.76 -3.09 -1.65  0.118
H 7.19 -4.41 -0.35  0.123
H 5.57 -4.83 0.20  0.112
H 4.94 -4.31 2.31  0.088
H 5.38 -2.59 2.52  0.071
H 6.23 -3.84 3.44  0.090
C 0.23 4.07 -1.10  -0.105
O 0.18 2.71 -1.48  -0.220
C 0.21 2.47 -2.88  -0.212
C 1.55 1.93 -3.35  -0.221
N 2.60 2.93 -3.30  -0.050
C 3.96 2.42 -3.50  -0.192
C 4.48 1.35 -2.55  -0.226
O 4.78 1.80 -1.24  -0.173
C 3.66 2.10 -0.44  -0.108
H -0.07 4.13 -0.05  0.086
H 1.23 4.50 -1.19  0.078
H -0.46 4.68 -1.69  0.090
H -0.05 3.38 -3.43  0.123
H -0.55 1.72 -3.09  0.118
H 1.43 1.59 -4.38  0.127
H 1.77 1.04 -2.74  0.101
H 2.56 3.44 -2.43  0.065
H 4.64 3.27 -3.45  0.124
H 4.02 2.03 -4.52  0.119
H 5.42 0.98 -2.95  0.125
H 3.80 0.48 -2.50  0.107
H 2.81 1.45 -0.66  0.077
H 3.36 3.15 -0.55  0.077
H 3.95 1.95 0.60  0.087

=====

Repeat the first record exactly.
The following is a quantum chemistry calculation of a cluster of 3 separate species, C20H49N4O7S in total, from OMol25.

## Properties
E_LUMO: -4.330 eV
HOMO level: -9.98 eV
total charge: +1
DFT total energy: -52649.374 eV
frontier orbital gap: 5.646 eV
M: 489.70 g mol⁻¹

Last column: Löwdin charge in e.
Geometry (Å):
N -0.46 -0.38 1.66  0.028
C -1.09 0.02 0.40  -0.268
C -2.59 0.28 0.53  -0.213
C -2.84 1.63 1.21  -0.186
C -4.25 1.90 1.74  -0.222
C -5.02 0.68 2.24  -0.347
S -6.02 -0.01 0.91  1.179
C -7.62 0.76 1.11  -0.308
C -8.36 0.85 -0.21  -0.297
O -7.78 1.77 -1.10  -0.036
C -6.34 -1.73 1.49  -0.365
O -7.61 -2.12 1.11  -0.190
N -7.58 -2.99 -0.16  0.070
O -7.79 -4.06 0.10  0.199
H -1.08 -0.35 2.45  0.063
H -0.01 -1.28 1.61  0.048
H -0.89 -0.72 -0.37  0.113
H -0.64 0.96 0.06  0.091
H -3.01 0.30 -0.47  0.113
H -3.01 -0.55 1.10  0.089
H -2.10 1.78 2.00  0.119
H -2.62 2.39 0.46  0.117
H -4.83 2.43 0.98  0.110
H -4.20 2.59 2.58  0.122
H -5.72 0.94 3.04  0.107
H -4.39 -0.12 2.61  0.096
H -8.20 0.20 1.85  0.112
H -7.43 1.76 1.52  0.114
H -9.36 1.21 0.02  0.139
H -8.47 -0.14 -0.66  0.116
H -7.00 1.39 -1.51  0.084
H -6.28 -1.74 2.58  0.120
H -5.56 -2.36 1.06  0.109
C 2.68 -0.90 2.29  -0.118
O 2.34 -2.20 1.84  -0.195
C 2.22 -2.33 0.43  -0.232
C 3.40 -3.02 -0.21  -0.217
N 4.58 -2.16 -0.20  -0.045
C 5.83 -2.81 -0.59  -0.195
C 6.32 -4.03 0.18  -0.228
O 6.78 -3.76 1.49  -0.174
C 5.77 -3.61 2.47  -0.101
H 2.45 -0.84 3.36  0.092
H 3.74 -0.67 2.17  0.073
H 2.09 -0.14 1.77  0.060
H 2.05 -1.35 -0.03  0.114
H 1.33 -2.95 0.25  0.119
H 3.14 -3.24 -1.25  0.125
H 3.55 -3.97 0.31  0.107
H 4.69 -1.74 0.70  0.069
H 6.62 -2.05 -0.52  0.123
H 5.76 -3.09 -1.65  0.118
H 7.19 -4.41 -0.35  0.123
H 5.57 -4.83 0.20  0.112
H 4.94 -4.31 2.31  0.088
H 5.38 -2.59 2.52  0.071
H 6.23 -3.84 3.44  0.090
C 0.23 4.07 -1.10  -0.105
O 0.18 2.71 -1.48  -0.220
C 0.21 2.47 -2.88  -0.212
C 1.55 1.93 -3.35  -0.221
N 2.60 2.93 -3.30  -0.050
C 3.96 2.42 -3.50  -0.192
C 4.48 1.35 -2.55  -0.226
O 4.78 1.80 -1.24  -0.173
C 3.66 2.10 -0.44  -0.108
H -0.07 4.13 -0.05  0.086
H 1.23 4.50 -1.19  0.078
H -0.46 4.68 -1.69  0.090
H -0.05 3.38 -3.43  0.123
H -0.55 1.72 -3.09  0.118
H 1.43 1.59 -4.38  0.127
H 1.77 1.04 -2.74  0.101
H 2.56 3.44 -2.43  0.065
H 4.64 3.27 -3.45  0.124
H 4.02 2.03 -4.52  0.119
H 5.42 0.98 -2.95  0.125
H 3.80 0.48 -2.50  0.107
H 2.81 1.45 -0.66  0.077
H 3.36 3.15 -0.55  0.077
H 3.95 1.95 0.60  0.087

=====

Please write out number 2 again, unchanged.
The following is a quantum chemistry calculation of a structure of composition C23H39Cl2N4O4Ti in a non-equilibrium geometry, from OMol25.

## Properties
E_LUMO (alpha / beta): 1.711 / 1.706 eV
HOMO level (alpha / beta): -0.05 / -3.34 eV
total charge: -1
DFT total energy: -86795.867 eV
frontier orbital gap (alpha / beta): 1.761 / 5.042 eV
energy relative to the best compared isomer or geometry (same formula, charge and spin): 27.2 kJ/mol
M: 554.36 g mol⁻¹
2S+1: 3

Last column: Mulliken spin population.
Geometry (Å):
O -0.86 -4.03 -0.80  0.222
C -0.73 -4.87 -1.68  0.201
C -0.65 -6.34 -1.44  0.062
C -0.90 -6.86 -0.16  0.220
H -1.24 -6.19 0.64  0.064
C -0.71 -8.22 0.09  -0.138
H -0.88 -8.62 1.08  -0.014
C -0.28 -9.07 -0.94  0.299
H -0.11 -10.13 -0.75  0.034
C -0.09 -8.56 -2.24  -0.064
H 0.23 -9.21 -3.05  -0.007
C -0.28 -7.20 -2.49  0.069
H -0.16 -6.77 -3.48  0.007
H -0.66 -4.58 -2.75  0.033
C 2.76 -1.30 -0.54  -0.003
C 1.91 -0.12 -0.81  -0.069
H 3.80 -1.00 -0.33  -0.001
H 2.78 -1.99 -1.40  0.003
H 2.40 -1.86 0.33  -0.002
C 2.21 0.95 -1.52  0.031
C 3.58 1.36 -2.00  -0.005
H 1.42 1.64 -1.84  -0.002
H 4.21 0.50 -2.27  0.001
H 4.13 1.94 -1.25  0.000
H 3.49 2.01 -2.87  0.001
Ti -0.07 -0.04 0.25  1.015
Cl 0.50 -1.39 2.01  0.015
Cl -0.45 -1.40 -1.53  -0.006
H -3.14 -3.76 1.63  -0.003
H -4.19 -2.87 3.45  0.000
C -2.55 -2.89 1.32  0.013
C -3.46 -2.05 3.48  0.000
N -3.00 -1.76 2.14  0.006
H -2.70 -2.69 0.26  -0.005
C -2.80 -0.50 1.77  0.004
O -2.02 -0.16 0.83  -0.001
H -3.93 -1.15 3.89  0.001
H -3.36 0.28 2.33  0.002
H -1.48 -3.09 1.49  0.002
H -2.63 -2.35 4.14  0.000
H -1.66 4.01 -3.17  0.000
H -3.61 2.27 -3.97  0.000
C -1.02 3.12 -3.20  0.000
C -2.80 1.54 -3.93  0.000
N -1.81 1.92 -2.93  -0.001
H -0.23 3.22 -2.46  0.000
C -1.68 1.24 -1.80  0.002
O -0.78 1.49 -0.95  0.006
H -3.21 0.56 -3.66  0.000
H -2.38 0.41 -1.63  0.004
H -0.59 3.04 -4.21  0.000
H -2.32 1.48 -4.92  0.000
C -1.11 2.00 3.30  0.001
N -0.37 3.07 2.66  0.005
C -0.57 4.38 3.24  -0.001
C 0.23 5.48 2.59  0.001
C 0.86 5.09 1.28  0.000
N 1.40 3.75 1.36  0.006
C 2.74 3.49 0.87  0.001
C 0.56 2.76 1.74  0.008
O 0.61 1.57 1.25  -0.020
H -0.49 1.10 3.45  0.001
H -2.00 1.73 2.72  0.002
H -1.44 2.36 4.28  0.000
H -1.64 4.60 3.19  0.000
H -0.29 4.33 4.30  0.001
H 1.03 5.78 3.27  0.000
H -0.41 6.35 2.43  0.000
H 1.67 5.77 0.99  0.000
H 0.09 5.12 0.48  0.000
H 3.02 4.29 0.17  0.000
H 3.47 3.50 1.69  0.000
H 2.80 2.53 0.36  -0.001

=====

- Which value of M does entry 2 give?
  554.36 g mol⁻¹